87
Properties=species:S:1:pos:R:3:mulliken_charge:R:1 method="wB97M-V/def2-TZVPD" de_lowest_kcal_mol=56.9 spin_multiplicity=1
N 9.91554 10.04481 21.94626 -0.42
C 8.74729 9.85156 21.36103 0.59
N 8.02849 10.89603 21.58656 -0.19
O 8.44034 8.89291 20.69080 -0.63
H 10.58391 9.28825 21.91449 0.24
H 10.19040 10.81969 22.53287 0.14
H 8.39488 11.76289 21.95319 0.26
H 7.24029 10.89147 20.95503 0.02
N 0.42020 11.02846 15.92331 -0.32
C -0.59423 10.55629 16.57984 0.64
N -1.66698 11.09108 16.22263 -0.38
O -0.40151 9.60094 17.32158 -0.63
H 0.35538 11.70685 15.17786 0.15
H 1.30848 10.66302 16.23556 0.11
H -1.63311 11.72086 15.43375 0.16
H -2.53601 10.62528 16.44157 0.28
N 5.77810 7.87329 23.01515 -0.30
C 4.78292 7.07506 22.87833 0.64
N 4.87826 6.39911 21.74438 -0.26
O 3.91881 6.95029 23.76398 -0.71
H 6.25303 8.08129 22.14839 0.13
H 5.91359 8.26916 23.93440 0.21
H 4.07992 6.04516 21.23697 0.10
H 5.84053 6.18392 21.52565 0.22
C 4.10099 5.62061 17.39278 -1.29
C 5.25440 5.27387 16.50437 -0.27
O 6.15497 4.48754 17.38255 -0.54
H 3.46241 6.43048 17.04003 0.43
H 4.55791 6.22136 18.17918 0.45
H 3.64650 4.77114 17.90262 0.46
H 5.65600 6.25715 16.25946 0.25
H 4.90202 4.60779 15.71679 0.27
H 5.62686 3.94544 17.97315 0.29
C 3.48120 9.96132 18.57787 -0.73
C 4.55368 9.30234 19.52134 -0.13
O 5.24612 10.19484 20.21720 -0.06
H 3.19203 10.97202 18.86592 0.27
H 2.50629 9.49349 18.44078 0.30
H 3.93647 10.05149 17.59162 -0.06
H 5.24366 8.68564 18.94540 0.33
H 4.04347 8.77027 20.32427 0.06
H 5.66753 10.70519 19.52182 -0.05
C 6.92430 13.95867 17.03719 -1.27
C 7.07133 13.06195 18.21134 -0.15
O 6.97349 11.68104 17.94636 -0.30
H 7.65444 13.56272 16.33135 0.31
H 7.17439 14.99872 17.24656 0.38
H 5.92694 13.87583 16.60532 0.26
H 6.39969 13.30303 19.03529 0.21
H 8.06541 13.26834 18.60797 0.38
H 7.84088 11.38371 17.66205 0.24
C 4.02608 10.20438 14.57720 -0.77
C 5.36120 10.90421 14.68648 0.06
O 6.10581 9.97323 15.41146 -0.55
H 3.76289 9.41948 15.28625 0.18
H 4.05967 9.76549 13.58003 0.38
H 3.19548 10.89575 14.43498 0.17
H 5.31667 11.79467 15.31354 -0.06
H 5.78808 11.08024 13.69912 0.34
H 6.11415 10.11257 16.36126 0.28
C 5.48509 13.46411 24.43580 -1.21
C 5.02528 13.13063 23.03322 0.16
O 4.30255 11.97432 23.13271 -0.46
H 6.10570 14.32843 24.19938 0.38
H 6.05661 12.65597 24.89227 0.30
H 4.63381 13.75223 25.05258 0.29
H 5.73535 13.07794 22.20792 0.02
H 4.31471 13.84904 22.62446 0.33
H 4.00499 11.74047 22.25045 0.14
C 0.44918 5.04329 18.34426 -1.18
C 0.97573 6.23724 19.13759 0.25
O 2.00314 5.78518 19.99484 -0.56
H 1.18887 4.61626 17.66705 0.24
H -0.47695 5.30370 17.83184 0.38
H 0.12767 4.33306 19.10604 0.29
H 0.17129 6.64240 19.75144 0.31
H 1.31785 7.02914 18.47130 -0.03
H 2.75716 6.34896 19.80722 0.20
C 0.89018 12.13868 20.98184 -0.57
C 0.44874 10.97890 21.88933 -0.10
O -0.50636 11.36551 22.76375 -0.55
H 1.07503 13.04884 21.55240 0.34
H 0.14377 12.36512 20.22046 0.31
H 1.92000 11.93611 20.68769 -0.15
H 1.29443 10.57701 22.44737 0.22
H 0.07088 10.12606 21.32543 0.22
H -0.69412 10.70284 23.43249 0.31

=====

86
Properties=species:S:1:pos:R:3:mulliken_charge:R:1 method="wB97M-V/def2-TZVPD" de_lowest_kcal_mol=140.5 spin_multiplicity=1
O 4.73308 -2.16459 3.28818 -0.53
C 4.29163 -3.50541 3.47785 -0.47
C 5.33480 -4.22768 4.32360 -0.39
O 6.59030 -4.30905 3.67003 -0.49
H 4.83158 -1.75305 4.14989 0.33
H 3.32544 -3.46382 3.98067 0.29
H 4.13703 -4.16937 2.62735 0.30
H 4.85809 -5.17893 4.56017 0.29
H 5.47855 -3.83539 5.33035 0.32
H 6.75270 -3.46869 3.23528 0.33
O -5.33861 -5.30220 2.65854 -0.49
C -5.44306 -4.13002 1.83869 -0.24
C -6.33359 -3.00945 2.43060 -0.58
O -7.57787 -3.47465 2.53966 -0.51
H -6.00264 -5.20614 3.34516 0.33
H -4.48667 -3.64370 1.64658 0.25
H -5.62628 -4.41233 0.80195 0.24
H -6.41902 -2.08928 1.85259 0.42
H -6.06291 -2.77804 3.46078 0.25
H -8.19037 -2.99667 1.97577 0.33
O 3.79624 0.85884 -6.25213 -0.52
C 3.23780 -0.06212 -7.13946 -0.51
C 2.68387 0.68194 -8.34663 -0.19
O 1.93805 -0.32295 -9.03348 -0.51
H 4.70937 0.96130 -6.53013 0.32
H 3.94468 -0.82367 -7.46880 0.27
H 2.59250 -0.71627 -6.55315 0.32
H 3.46927 0.96515 -9.04736 0.25
H 2.07450 1.54142 -8.06723 0.27
H 1.64840 0.06124 -9.86421 0.29
O 1.05993 3.85333 6.83548 -0.51
C 0.90421 4.61120 5.74252 -0.27
C 0.01635 5.76601 6.36432 -0.73
O 0.60314 6.41632 7.41533 -0.50
H 0.25748 4.11862 7.29077 0.37
H 1.83087 4.95662 5.28416 0.30
H 0.24796 4.09451 5.04218 0.25
H -1.00980 5.47292 6.58616 0.36
H -0.30418 6.40470 5.54125 0.34
H 1.33466 5.86931 7.71074 0.39
O 2.07140 -7.41060 -0.65606 -0.51
C 0.84427 -6.88503 -0.74159 -0.38
C 0.53779 -5.96485 -1.99757 -0.50
O 0.67886 -6.62607 -3.18480 -0.53
H 1.92619 -8.02265 0.06912 0.36
H 0.25684 -7.79591 -0.85698 0.30
H 0.63088 -6.25641 0.12293 0.28
H 1.24539 -5.16501 -2.21585 0.32
H -0.41599 -5.43955 -1.94787 0.32
H 0.48425 -5.95688 -3.84505 0.32
C -5.80877 6.16361 1.64307 -1.15
C -5.84651 5.46972 3.03736 -0.12
O -7.19056 5.04224 3.21258 -0.52
H -6.35116 7.10508 1.55608 0.34
H -6.17729 5.52223 0.84249 0.33
H -4.78211 6.30179 1.30400 0.34
H -5.46114 6.23136 3.71522 0.20
H -5.26410 4.55921 3.17832 0.27
H -7.79156 5.73164 2.92082 0.30
C -1.08685 0.98571 -0.34271 -0.95
C 0.35769 0.78593 -0.94340 -0.20
O 1.22372 1.47832 0.00522 -0.49
H -1.49302 1.95903 -0.61795 0.26
H -1.22017 0.92842 0.73759 0.29
H -1.73419 0.21613 -0.76319 0.31
H 0.46354 1.13263 -1.97136 0.23
H 0.52082 -0.29179 -0.93972 0.27
H 1.82517 0.79487 0.30979 0.29
C -5.62081 -0.44579 -5.37065 -0.53
O -6.68674 -0.66137 -4.39097 -0.51
H -4.80431 0.24716 -5.16754 0.25
H -5.05460 -1.36395 -5.52715 0.25
H -6.05179 -0.03204 -6.28233 0.24
H -7.44407 -1.09144 -4.79480 0.30
C 7.61853 -1.76561 -1.64658 -0.50
O 7.56717 -2.01080 -3.06115 -0.50
H 7.15593 -0.78183 -1.56732 0.25
H 6.99733 -2.46113 -1.08226 0.21
H 8.58230 -1.76386 -1.13743 0.24
H 6.65892 -2.25474 -3.25396 0.30
C 2.71883 6.65616 -0.83700 -0.49
O 1.41757 6.09212 -0.72059 -0.48
H 3.31629 6.00415 -1.47420 0.25
H 2.46065 7.58415 -1.34717 0.20
H 3.28834 6.72347 0.08995 0.22
H 1.54969 5.14223 -0.76375 0.30

=====

88
Properties=species:S:1:pos:R:3:lowdin_spin:R:1 method="wB97M-V/def2-TZVPD" s_squared=0.751 total_charge=-1 spin_multiplicity=2
C -21.22871 21.92058 -7.53547 0.00
C -20.95326 20.51462 -7.95400 0.01
C -20.81925 19.65324 -6.67509 0.01
O -19.65105 20.12949 -5.95481 0.00
C -19.19001 19.27907 -4.88711 0.00
N -22.02069 20.02318 -8.83278 0.01
H -21.71806 22.54212 -8.28535 0.00
H -20.33410 22.42387 -7.16878 0.00
H -21.95103 21.96143 -6.72018 0.00
H -20.00363 20.39572 -8.47570 0.00
H -20.68800 18.61722 -6.98739 0.02
H -21.67342 19.74178 -6.00379 0.00
H -18.41912 19.86705 -4.38901 0.00
H -18.85708 18.30924 -5.25682 0.00
H -19.98356 18.99771 -4.19485 0.00
H -21.95397 20.28715 -9.80539 0.00
H -21.86220 19.04509 -9.02852 0.02
C -12.47406 17.95651 -8.19522 0.00
C -13.26576 16.89390 -7.32680 0.00
C -14.79713 17.17304 -7.30872 0.00
O -15.33545 16.14699 -6.51183 0.00
C -16.73592 16.29402 -6.39775 0.01
N -13.01959 15.56603 -7.82630 0.00
H -12.85695 17.95350 -9.21575 0.00
H -11.40684 17.73488 -8.20196 0.00
H -12.62040 18.95395 -7.78075 0.00
H -13.00142 17.05855 -6.28223 0.00
H -15.27155 17.10100 -8.28740 0.00
H -15.00367 18.14276 -6.85584 0.00
H -17.09983 17.19203 -5.89851 0.00
H -17.13203 15.46593 -5.81001 0.00
H -17.20184 16.31993 -7.38282 0.00
H -13.21546 15.69111 -8.80920 0.00
H -12.02333 15.40618 -7.87127 0.00
C -13.56052 18.50946 -12.35404 0.00
O -13.32420 17.46018 -13.31970 0.00
H -14.51173 18.50726 -11.82179 0.00
H -12.74577 18.50636 -11.62997 0.00
H -13.46932 19.45562 -12.88749 0.00
H -14.15724 17.25669 -13.75126 0.00
C -13.49488 21.83066 -10.52670 0.00
O -13.86891 20.99014 -9.47422 0.00
H -13.73605 22.86998 -10.30365 0.00
H -12.44325 21.89929 -10.80502 0.00
H -14.04618 21.64692 -11.44889 0.00
H -13.24712 21.17876 -8.76753 0.00
C -18.91639 22.86013 -10.57080 0.00
O -17.82084 23.32627 -9.80109 0.00
H -19.83267 23.19660 -10.08570 0.00
H -19.00958 23.32452 -11.55251 0.00
H -18.97415 21.77476 -10.65291 0.00
H -17.71826 22.68815 -9.09124 0.00
C -16.53314 21.11989 -7.05241 0.00
O -17.90592 21.49588 -7.16962 0.00
H -16.18160 21.19428 -6.02334 0.00
H -16.43075 20.08867 -7.39031 0.00
H -15.99453 21.78654 -7.72590 0.00
H -18.49618 20.96858 -6.62635 0.00
C -21.34321 19.53011 -12.26259 0.07
O -21.74116 20.80844 -11.81299 0.01
H -21.94556 19.22723 -13.11907 0.02
H -20.28749 19.45367 -12.52280 0.01
H -21.47437 18.71072 -11.55584 0.03
H -21.46271 21.47525 -12.44498 0.00
C -16.50560 16.44720 -13.30278 0.06
O -15.75454 16.86702 -14.39928 0.03
H -15.90457 16.80448 -12.46659 0.00
H -17.46888 16.95684 -13.32424 0.03
H -16.69546 15.37399 -13.28658 0.03
H -16.12794 16.55908 -15.22835 0.01
C -17.17932 21.88511 -13.72046 0.01
O -16.25693 20.83351 -13.58653 0.01
H -18.18695 21.53436 -13.49740 0.00
H -16.90996 22.68125 -13.02640 0.00
H -17.27999 22.22333 -14.75176 0.00
H -16.52850 20.17462 -12.94333 0.00
C -16.83964 19.74676 -10.46592 0.01
O -17.31547 19.13641 -11.64644 0.02
H -17.57302 19.94370 -9.68395 0.01
H -16.13698 19.09866 -9.94213 0.00
H -16.34545 20.68127 -10.73156 0.00
H -17.96744 18.47889 -11.39309 0.01
C -18.08990 16.07875 -10.06461 0.10
O -18.89365 16.92079 -10.79399 0.23
H -17.34151 16.72165 -9.60127 0.01
H -18.67517 15.53785 -9.32097 0.04
H -17.57377 15.45542 -10.79479 0.02
H -19.42739 16.37498 -11.37608 0.13

=====

41
Properties=species:S:1:pos:R:3:nbo_charge:R:1 method="wB97M-V/def2-TZVPD" de_lowest_kcal_mol=748.1 spin_multiplicity=1
W -0.10655 0.30107 0.31071 1.03
S 0.82662 2.56848 -0.00262 -0.13
S -0.81271 2.57170 1.32272 0.16
S -2.87429 3.04526 0.63218 -0.18
S -2.84602 0.98265 -0.18306 1.11
O -0.05458 2.03796 -5.40109 -0.66
C -0.47931 1.71977 -4.15685 0.37
C -0.82229 2.76986 -3.25445 -0.45
C -1.21259 2.12692 -2.08561 -0.47
N -1.18882 -0.04438 -2.08255 -0.68
C -0.84349 -0.84031 -3.07408 0.06
Br -0.66949 -2.10475 0.37425 -0.22
C -0.47491 0.10517 -4.07387 -0.34
H 0.01363 2.99126 -5.51904 0.48
H -0.77380 3.82488 -3.46353 0.25
H -0.95117 1.65167 -0.40730 0.18
H -0.08719 -0.28521 -5.00549 0.22
Br 6.51869 -0.24466 -0.34250 0.13
C 4.77120 -0.12701 0.33816 -0.14
C 4.56628 0.05245 1.70648 -0.15
Br 6.02537 0.19968 2.88068 0.12
C 3.26595 0.12761 2.21665 -0.13
Br 2.89560 0.39185 4.03529 0.13
C 2.19140 0.01145 1.36114 0.16
O 0.88166 0.01058 1.86291 -0.67
C 2.39482 -0.15779 -0.05889 0.27
O 1.29948 -0.19941 -0.86631 -0.64
C 3.68705 -0.21794 -0.54187 -0.17
Br 3.89698 -0.40098 -2.39736 0.13
Cl -4.58853 -1.61940 3.20742 0.05
C -5.03809 -0.82028 1.75058 -0.08
C -6.32898 -0.89911 1.23704 -0.15
C -6.69806 -0.26818 0.04777 -0.24
C -5.77877 0.45693 -0.69715 -0.18
C -4.50016 0.52876 -0.19612 -0.29
Cl -1.48169 1.01543 -1.21678 1.09
C -4.11008 -0.09451 1.03173 0.13
N -2.72616 0.25919 1.23049 -0.81
H -7.05890 -1.47956 1.78549 0.24
H -7.71710 -0.35829 -0.29908 0.23
H -6.05334 0.94084 -1.62473 0.24

=====

Molecular weight (computed, Da): 502.65, 498.60, 466.65, 1069.79
E (computed, hartree): -1760.92953, -1808.33256, -1619.40274, -16436.42897